This record from OMol25 describes a structure of composition C10H12Cl2N2O13P2W at a distorted geometry. The level of theory is the ωB97M-V functional and the def2-TZVPD basis.

The geometry in XYZ format:
```
42
Properties=species:S:1:pos:R:3
W -1.1225 0.5084 -0.0762
C 1.9909 -0.8483 3.0779
C 1.5622 0.4373 2.3995
O 2.2286 1.5885 2.8264
P 1.8636 0.5068 0.5742
O 3.2516 0.0035 0.1175
O 1.7392 1.9764 0.1236
O 0.7162 -0.2125 -0.1394
P -0.2816 0.6574 2.4165
O -0.7301 0.9428 3.8742
O -0.6170 1.7667 1.3938
O -0.9212 -0.5459 1.7325
H 3.0673 -0.9943 2.9876
H 1.4750 -1.7048 2.6452
H 1.7431 -0.8093 4.1392
H 2.3244 1.6309 3.7929
H 3.5465 -0.9118 0.1248
H 2.4774 2.6030 0.1264
H -1.6037 0.7430 4.2350
Cl -3.3075 1.1743 1.9704
C -4.3096 2.0146 0.7772
Cl -3.2141 2.3457 -0.5920
H -4.6820 2.9587 1.1869
H -5.1173 1.3509 0.4582
O -2.1837 -2.5576 0.3099
C -2.0945 -1.6177 -0.4322
O -2.7065 -0.4081 -0.1716
C -1.2353 -1.4512 -1.6301
C -1.2994 -0.0919 -2.1720
C -0.0044 0.3686 -2.6857
C 0.9166 -0.5192 -3.2222
C 0.6879 -1.8954 -3.0100
C -0.2659 -2.3514 -2.1098
N 1.6707 -2.8579 -3.5260
O 1.4695 -4.0134 -3.2681
O 2.6144 -2.3998 -4.1120
N 0.2762 1.6496 -2.2648
O 1.2624 2.3202 -2.5095
O -0.5155 1.9733 -1.1335
H -2.2176 0.2468 -2.6965
H 1.8130 -0.1843 -3.7266
H -0.2674 -3.3917 -1.8101
```

Properties
**F_max**: 3.35 eV/A
**Electronic energy**: -3145.42703 hartree
**LUMO energy (spin up / spin down)**: -9.1 / -9.5 eV
**Charge**: +2
**ΔE to the lowest compared entry with this formula, charge and spin**: 53.5 kcal/mol